76
Properties=species:S:1:pos:R:3 method="wB97M-V/def2-TZVPD" largest_force_ev_per_a=9.22 energy_ha=-1422.10017 smiles="NC(N)=O.NC(N)=O.CC(C)O.CC(C)O.CC(C)O.CC(C)O.CC(C)O" e_above_lowest_kcal_mol=101.9 homo_lumo_gap_ev=9.13
O -7.49632 -3.69628 -16.65709
O -11.52006 -6.15230 -12.92423
O -9.86468 -4.04086 -24.87067
O -14.12015 -1.79116 -17.12355
O -11.71972 -5.05122 -19.31989
O -12.15858 -10.23045 -19.33924
O -15.58066 -6.84320 -21.43790
N -10.57258 -3.82955 -17.95044
N -14.53834 -4.84255 -21.35354
N -9.59309 -5.39415 -18.73304
N -14.01872 -6.36291 -19.91894
C -11.28509 -6.33838 -15.13189
C -5.87196 -2.79452 -15.24475
C -10.48469 -4.53718 -22.48407
C -10.21784 -9.20039 -20.05212
C -11.62656 -5.42363 -24.50001
C -7.27903 -2.64100 -15.78639
C -7.59899 -1.19844 -16.27410
C -14.68536 -2.83382 -16.33010
C -13.83046 -3.12280 -15.01640
C -10.75580 -5.58992 -13.96257
C -10.66097 -4.76233 -18.77742
C -14.73537 -6.05326 -20.94975
C -14.68385 -4.11792 -17.26192
C -10.27588 -5.00387 -24.00604
C -10.96051 -9.68504 -18.83540
C -11.37371 -8.48273 -18.07524
C -9.37014 -5.93031 -13.54839
H -11.82952 -7.76723 -18.75964
H -12.85748 -3.55137 -15.25667
H -6.74180 -3.60296 -17.24327
H -14.70371 -1.67759 -17.87731
H -13.80775 -4.36173 -20.84843
H -5.47934 -1.84633 -14.87750
H -12.36939 -6.44424 -15.09731
H -12.49706 -5.28141 -23.85960
H -12.31618 -9.83091 -20.19780
H -7.37733 -0.46282 -15.50090
H -10.87037 -8.49859 -20.57152
H -9.44829 -6.13509 -19.40397
H -8.78924 -5.27715 -14.19957
H -15.40088 -3.92413 -18.05968
H -10.87196 -7.34536 -15.19048
H -8.63447 -1.15549 -16.61179
H -11.57894 -6.50387 -24.63752
H -13.73674 -4.37496 -17.73626
H -9.04809 -6.96602 -13.65654
H -15.64819 -2.48962 -15.95249
H -13.40056 -5.76697 -19.38712
H -14.26520 -3.75966 -14.24601
H -9.21235 -8.79064 -19.95630
H -11.80540 -5.10565 -25.52714
H -5.77982 -3.52628 -14.44215
H -11.93555 -8.72614 -17.17347
H -6.87121 -1.14006 -17.08344
H -11.50876 -4.39894 -22.13730
H -10.42020 -10.44144 -18.26619
H -11.46674 -3.46914 -17.64930
H -8.82142 -4.95643 -18.25032
H -9.52824 -5.76039 -24.24437
H -9.92375 -5.11360 -21.74842
H -13.57381 -2.22692 -14.45105
H -7.89075 -2.78575 -14.89592
H -14.42684 -7.22151 -19.57783
H -14.94503 -4.58976 -22.24280
H -11.49585 -7.10428 -13.04566
H -10.48793 -7.89779 -17.82758
H -9.17933 -5.72760 -12.49454
H -9.79414 -4.35474 -25.77516
H -9.95350 -3.58660 -22.43550
H -9.94822 -10.04969 -20.67989
H -5.29742 -3.05011 -16.13508
H -10.80077 -5.98459 -16.04203
H -9.66529 -3.61005 -17.56477
H -15.13659 -4.88943 -16.63911
H -10.94478 -4.54740 -14.21859